Entry 1:
Below is an isolated molecule of C4H4O3, with properties calculated with ωB97M-V/def2-TZVPD.

Output
calculated total energy	-380.5002	Eh
multiplicity	1
energy above the lowest of the compared OMol25 structures with the same formula, charge and spin	29.4	kcal per mole
structure (SMILES)	CC(=O)C(=O)C=O
HOMO level	-9.833	eV
LUMO energy	-0.9	eV

Each line ends with the Mulliken charge.
Element x y z (Å)
C  -0.015  -0.562  -1.622  -1.04
C  -0.250  0.478  -0.565  0.72
O  -1.011  1.414  -0.658  -0.50
C  0.569  0.387  0.727  0.43
O  1.773  0.490  0.738  -0.49
C  -0.203  0.176  2.028  0.01
O  -1.277  -0.369  2.032  -0.42
H  1.027  -0.895  -1.627  0.35
H  -0.299  -0.172  -2.601  0.30
H  -0.649  -1.428  -1.397  0.29
H  0.336  0.483  2.945  0.35

Cartesian forces, eV/Å:
-0.005 0.012 -0.084
-0.246 0.223 -0.203
0.342 -0.412 0.068
0.471 0.052 0.009
-0.586 -0.070 -0.011
-0.429 -0.216 0.110
0.536 0.285 -0.023
-0.132 0.074 0.029
0.017 -0.021 0.138
0.091 0.106 0.031
-0.059 -0.032 -0.064


Entry 2:
Below is the ion C4H4O4 with charge -2, with properties calculated with ωB97M-V/def2-TZVPD.

Output
calculated total energy	-455.7524	Eh
charge	-2
multiplicity	1
energy above the lowest of the compared OMol25 structures with the same formula, charge and spin	36.8	kcal per mole
structure (SMILES)	O=C([O-])CCC(=O)[O-]
HOMO level	0.241	eV
LUMO energy	7.0	eV

Each line ends with the Mulliken charge.
Element x y z (Å)
O  2.047  1.851  -0.841  -0.69
C  1.616  0.728  -1.110  0.38
O  1.761  -0.060  -1.984  -0.60
C  0.705  0.027  0.177  -0.77
C  -0.833  0.185  -0.078  -0.80
C  -1.567  -0.730  1.023  0.43
O  -1.874  -0.148  2.048  -0.70
O  -1.827  -1.929  0.776  -0.75
H  0.941  -0.938  0.265  0.50
H  0.921  0.802  0.938  0.20
H  -1.102  -0.079  -0.993  0.47
H  -1.142  1.234  -0.267  0.33

Cartesian forces, eV/Å:
0.643 1.481 -0.616
-2.283 -0.526 5.839
1.125 -2.215 -4.542
-1.284 7.038 -2.342
1.311 0.040 3.280
-0.314 0.697 -2.178
-0.470 1.507 2.616
0.494 -0.523 -0.821
1.147 -3.642 0.830
0.206 -1.321 0.465
-0.758 -2.680 -4.266
0.183 0.144 1.735


Entry 3:
Below is a cluster of 2 separate species, C4H4O6 in total, with properties calculated with ωB97M-V/def2-TZVPD.

Output
calculated total energy	-606.2770	Eh
charge	-2
multiplicity	1
energy above the lowest of the compared OMol25 structures with the same formula, charge and spin	0.0	kcal per mole
HOMO level	-0.879	eV
LUMO energy	4.7	eV

Each line ends with the Mulliken charge.
Element x y z (Å)
C  -4.070  -1.387  -0.115  0.61
C  -2.703  0.703  -0.265  0.61
C  -0.455  -0.122  0.613  -0.88
C  -1.216  1.079  0.099  0.55
O  -3.289  -2.044  -0.683  -0.56
O  -3.173  1.118  -1.322  -0.59
O  -5.255  -1.448  0.128  -0.66
O  -3.307  -0.199  0.542  -0.37
O  12.939  0.454  -0.295  -1.14
O  -0.810  2.246  0.071  -0.57
H  -1.170  -0.737  1.259  0.30
H  -0.172  -0.549  -0.278  0.28
H  0.479  0.277  1.188  0.28
H  12.202  0.610  -0.941  0.14

Cartesian forces, eV/Å:
-2.686 1.001 0.990
-1.280 -0.840 -1.373
0.122 2.276 3.320
-0.781 1.898 1.631
3.119 -2.535 -2.303
0.705 -0.360 1.488
-0.399 0.731 0.599
1.370 2.538 -0.088
-0.892 0.202 -0.834
-0.703 -2.481 -0.293
1.274 0.637 -1.175
0.844 -1.948 -1.792
-1.635 -0.917 -1.005
0.942 -0.202 0.836


Entry 4:
Below is a structure of composition C4H4O6Pt, with properties calculated with ωB97M-V/def2-TZVPD.

Output
calculated total energy	-724.9230	Eh
charge	+1
expectation value of S²	3.759
multiplicity	4
HOMO level (spin up / spin down)	-12.636 / -14.835	eV
LUMO energy (spin up / spin down)	-6.4 / -8.5	eV

Each line ends with the Mulliken charge.
Element x y z (Å)
O  2.032  -0.923  -0.904  -0.39
C  0.979  -1.354  -0.409  -0.12
C  -0.040  -0.423  0.176  -0.24
O  -1.334  -0.776  -0.243  -0.41
H  0.129  -0.908  1.221  0.25
H  0.647  -2.371  -0.679  0.47
H  0.182  0.564  -0.264  0.40
C  -2.216  0.213  -0.457  0.79
O  -2.062  1.143  -1.199  -0.49
O  -3.310  0.025  0.256  -0.42
H  -3.321  -0.850  0.668  0.36
O  2.481  1.751  -0.155  -0.45
C  1.723  2.166  0.758  0.41
O  0.979  1.590  1.533  -0.35
Pt  3.133  0.152  -0.302  1.17

Cartesian forces, eV/Å:
-8.490 -9.601 -4.462
-2.675 -0.761 -2.337
0.442 -1.825 -1.018
1.284 -1.944 0.589
-0.421 2.174 -0.324
0.544 -0.114 0.657
-0.147 -0.082 1.442
-1.286 2.179 -0.780
0.553 -0.871 0.777
-0.434 -0.183 -0.132
0.046 0.104 0.082
-0.267 6.749 -1.339
-4.139 0.850 4.522
2.207 1.325 -1.572
12.782 2.001 3.895


Entry 5:
Below is a cluster of 2 separate species, C4H4OS in total, with properties calculated with ωB97M-V/def2-TZVPD.

Output
calculated total energy	-628.1252	Eh
multiplicity	1
energy above the lowest of the compared OMol25 structures with the same formula, charge and spin	68.9	kcal per mole
structure (SMILES)	C=C=O.C#CS
HOMO level	-9.017	eV
LUMO energy	0.6	eV

Each line ends with the Mulliken charge.
Element x y z (Å)
C  1.690  0.175  0.766  -0.87
C  1.158  1.137  0.096  0.71
O  0.679  1.986  -0.540  -0.34
H  1.600  0.096  1.831  0.23
H  2.272  -0.572  0.265  0.27
C  -2.977  0.236  -0.601  0.18
C  -2.097  -0.498  -0.955  -0.42
S  -0.875  -1.561  -1.450  -0.21
H  -3.718  0.906  -0.276  0.38
H  0.017  -0.593  -1.682  0.06

Cartesian forces, eV/Å:
0.608 -0.903 0.688
-0.641 1.200 -0.844
0.169 -0.317 0.258
-0.193 0.168 0.236
0.112 -0.105 -0.282
0.395 -0.287 -0.111
0.005 -0.004 0.008
-0.156 -0.068 -0.016
-0.423 0.294 0.145
0.124 0.021 -0.082


Entry 6:
Below is a structure of composition C4H4OS2, with properties calculated with ωB97M-V/def2-TZVPD.

Output
calculated total energy	-1026.3017	Eh
multiplicity	1
energy above the lowest of the compared OMol25 structures with the same formula, charge and spin	70.8	kcal per mole
HOMO level	-9.151	eV
LUMO energy	-1.8	eV

Each line ends with the Mulliken charge.
Element x y z (Å)
C  -0.338  -0.077  0.549  0.06
C  0.417  0.119  -0.746  0.71
C  -0.317  -0.105  -2.145  -0.34
C  0.544  0.328  -3.081  -0.51
H  0.212  -0.285  3.072  0.17
H  -1.222  -0.672  -1.997  0.34
H  0.500  0.361  -4.425  0.22
H  1.525  0.717  -2.633  0.24
O  1.627  0.163  -0.814  -0.53
S  0.883  0.272  1.864  -0.17
S  -1.874  -0.461  0.951  -0.19

Cartesian forces, eV/Å:
0.614 0.554 2.959
-0.372 -1.918 -3.030
2.113 0.941 1.722
0.168 0.326 -3.597
0.743 1.072 -2.469
-0.403 0.323 -1.010
-0.283 -0.389 4.676
-1.645 -0.395 -1.299
-0.571 0.605 2.105
-1.226 -1.202 1.233
0.862 0.082 -1.291


Entry 7:
Below is a structure of composition C4H4OS2, with properties calculated with ωB97M-V/def2-TZVPD.

Output
calculated total energy	-1026.3018	Eh
multiplicity	1
energy above the lowest of the compared OMol25 structures with the same formula, charge and spin	70.8	kcal per mole
HOMO level (spin up / spin down)	-7.559 / -7.560	eV
LUMO energy (spin up / spin down)	0.1 / 0.1	eV

Each line ends with the Mulliken charge.
Element x y z (Å)
C  -0.256  0.085  0.374  -0.26
C  0.890  -0.950  0.095  0.34
C  -1.113  -1.134  0.076  -0.17
C  0.050  1.467  -0.016  -0.36
O  0.038  -2.003  -0.016  -0.35
S  2.474  -0.440  -0.211  -0.15
S  1.911  1.584  0.029  -0.10
H  -1.791  -1.458  0.866  0.22
H  -1.628  -1.118  -0.886  0.23
H  -0.301  1.748  -1.018  0.31
H  -0.274  2.218  0.708  0.28

Cartesian forces, eV/Å:
5.301 -4.659 -0.928
-6.259 4.962 1.784
-0.368 0.780 0.005
0.087 0.161 -0.422
0.892 -0.951 -0.286
0.296 -0.238 -0.394
-0.140 0.114 0.260
0.072 -0.168 -0.014
0.059 -0.104 -0.040
-0.034 0.013 0.108
0.095 0.091 -0.073


Entry 8:
Below is a structure of composition C4H4OTl, with properties calculated with ωB97M-V/def2-TZVPD.

Output
calculated total energy	-402.2303	Eh
charge	+1
multiplicity	1
energy above the lowest of the compared OMol25 structures with the same formula, charge and spin	0.0	kcal per mole
HOMO level	-13.648	eV
LUMO energy	-4.6	eV

Each line ends with the Mulliken charge.
Element x y z (Å)
C  0.808  0.441  0.588  0.17
C  1.529  1.513  0.746  -0.55
C  -0.099  -0.524  0.529  -0.39
C  -1.256  -0.358  -0.328  0.19
O  -1.508  -1.074  -1.293  -0.48
Tl  -1.280  -2.918  -2.847  0.84
H  2.294  1.771  0.009  0.25
H  1.422  2.135  1.638  0.26
H  -1.923  0.494  -0.097  0.37
H  0.012  -1.479  1.055  0.34

Cartesian forces, eV/Å:
-1.183 0.118 0.754
0.332 -0.358 -0.438
1.415 -0.192 0.552
-0.575 0.629 -0.582
-0.157 0.162 0.682
0.026 -0.222 -0.202
-0.123 -0.051 0.348
-0.117 -0.149 -0.348
0.105 -0.116 -0.292
0.277 0.180 -0.473


Entry 9:
Below is an isolated molecule of C4H4P2, with properties calculated with ωB97M-V/def2-TZVPD.

Output
calculated total energy	-837.3487	Eh
multiplicity	1
energy above the lowest of the compared OMol25 structures with the same formula, charge and spin	37.3	kcal per mole
structure (SMILES)	C1=P[C@H]1P1=CC=1
HOMO level	-8.421	eV
LUMO energy	0.3	eV

Each line ends with the Mulliken charge.
Element x y z (Å)
C  -1.448  0.789  -0.851  -0.30
P  0.054  1.086  -1.458  -0.10
C  -0.790  -0.542  -0.890  -0.38
P  -0.186  -1.267  0.896  -0.03
C  0.770  0.194  1.294  -0.46
C  1.619  -0.722  0.893  -0.30
H  -2.239  1.429  -0.476  0.36
H  -1.065  -1.132  -1.800  0.39
H  0.647  1.149  1.753  0.45
H  2.637  -0.984  0.640  0.36

Cartesian forces, eV/Å:
0.953 0.608 -0.171
-0.210 -0.334 0.274
-0.167 0.066 -0.090
0.424 0.424 -1.987
0.831 -0.546 0.419
-1.736 0.132 -0.028
-0.289 -0.740 0.059
0.135 -0.214 1.359
0.224 0.448 0.051
-0.164 0.155 0.113


Entry 10:
Below is a cluster of 2 separate species, C4H4S in total, with properties calculated with ωB97M-V/def2-TZVPD.

Output
calculated total energy	-552.6758	Eh
multiplicity	1
energy above the lowest of the compared OMol25 structures with the same formula, charge and spin	198.5	kcal per mole
HOMO level (spin up / spin down)	-7.864 / -7.882	eV
LUMO energy (spin up / spin down)	-1.8 / -1.8	eV

Each line ends with the Mulliken charge.
Element x y z (Å)
C  -0.704  -0.479  -0.556  -0.25
C  -0.185  0.655  -0.830  -0.29
C  1.100  -0.305  1.356  -0.52
C  -0.067  0.093  0.707  -0.01
S  0.990  0.316  3.802  -0.33
H  -1.451  -1.157  -0.848  0.33
H  -0.325  1.547  -1.360  0.33
H  2.189  -0.532  1.486  0.40
H  -0.835  0.611  1.372  0.34

Cartesian forces, eV/Å:
1.017 1.338 -0.611
-0.424 -2.213 1.401
0.813 1.755 5.195
-1.334 1.392 0.484
0.103 -1.124 -4.214
-0.521 -1.073 -0.004
0.541 1.094 -0.425
-1.395 -0.184 -1.234
1.200 -0.984 -0.592


Entry 11:
Below is an isolated molecule of C4H4S2, with properties calculated with ωB97M-V/def2-TZVPD.

Output
calculated total energy	-951.0807	Eh
multiplicity	1
energy above the lowest of the compared OMol25 structures with the same formula, charge and spin	57.6	kcal per mole
structure (SMILES)	C=Cc1css1
HOMO level	-7.974	eV
LUMO energy	-0.2	eV

Each line ends with the Mulliken charge.
Element x y z (Å)
C  -0.728  0.217  -0.149  -0.71
C  0.303  1.033  0.053  -0.08
C  1.598  0.358  0.088  0.29
C  2.141  -1.092  -0.020  -0.50
S  3.880  -0.767  0.035  -0.10
S  3.152  1.242  -0.061  -0.12
H  -1.741  0.427  0.118  0.31
H  -0.423  -0.865  -0.136  0.16
H  0.139  2.036  0.120  0.40
H  1.646  -1.929  0.397  0.35

Cartesian forces, eV/Å:
0.621 -1.933 1.425
0.170 -3.723 -0.705
3.463 -3.432 -1.137
-1.507 6.601 1.102
-1.081 0.937 -0.248
-0.325 -1.636 0.222
-0.523 0.431 -0.598
-0.835 0.974 -0.464
0.245 2.732 0.466
-0.227 -0.950 -0.062


Entry 12:
Below is an isolated molecule of C4H4S3, with properties calculated with ωB97M-V/def2-TZVPD.

Output
calculated total energy	-1349.2747	Eh
multiplicity	1
energy above the lowest of the compared OMol25 structures with the same formula, charge and spin	49.7	kcal per mole
structure (SMILES)	S=C1SC[C@H]2S[C@H]12
HOMO level	-8.869	eV
LUMO energy	-0.4	eV

Each line ends with the Mulliken charge.
Element x y z (Å)
S  -2.191  -1.206  -0.073  -0.25
C  -0.921  -0.227  0.110  0.09
S  -0.865  1.575  -0.012  -0.05
C  1.000  1.787  0.083  -0.51
C  1.271  0.377  -0.446  -0.29
S  2.087  -1.199  -0.035  -0.10
C  0.523  -0.503  0.475  -0.05
H  1.359  1.924  1.126  0.29
H  1.347  2.614  -0.592  0.34
H  0.869  0.303  -1.478  0.30
H  0.683  -0.163  1.524  0.23

Cartesian forces, eV/Å:
0.327 0.576 -0.008
0.494 -0.525 0.121
-0.464 0.360 0.248
0.664 -0.218 -0.351
0.125 0.134 -0.570
-0.034 0.120 -0.298
-0.300 0.500 0.911
-0.365 0.034 -0.722
-0.539 -0.693 0.702
0.469 -0.040 0.643
-0.378 -0.248 -0.675


Q: calculated total energy of number 12 (C4H4S3)?
A: -1349.2747 Eh


Q: multiplicity of number 10 (C4H4S)?
A: 1


Q: The lowest calculated total energy belongs to which entry?
A: C4H4S3